# 1
Computed, not measured: C15H22As3CrF18N4O4 as an isolated structure, with ωB97M-V with the def2-TZVPD basis set.

```
! RIJCOSX wB97M-V def2-TZVPD def2/J DEFGRID3
* xyz 0 6
Cr 0.709 3.103 -0.045
N 1.056 1.081 -2.100
O 1.753 1.188 -1.135
O 0.013 1.733 -2.034
O 1.317 0.363 -3.051
C 4.942 0.099 -1.952
C 4.603 -1.282 -1.510
O 5.119 -2.290 -1.992
N 3.403 -1.396 -0.665
H 3.167 -0.414 -0.657
H 2.693 -1.830 -1.237
C 3.827 -1.984 0.739
H 5.511 0.703 -1.245
H 4.152 0.740 -2.343
H 5.464 -0.108 -2.886
H 2.935 -2.164 1.340
H 4.656 -1.423 1.170
H 4.085 -2.990 0.409
C -6.540 -2.704 4.683
N -5.687 -2.456 3.484
C -4.303 -2.521 3.594
C -3.494 -2.274 2.440
C -4.137 -1.985 1.302
C -5.494 -1.896 1.229
C -6.292 -2.225 2.319
C -3.384 -1.729 0.044
C -2.287 -2.582 -0.357
C -1.696 -2.369 -1.588
N -1.947 -1.249 -2.358
C -2.924 -0.425 -1.976
C -3.670 -0.622 -0.797
C -1.377 -1.117 -3.719
H -7.526 -2.284 4.483
H -6.140 -2.200 5.564
H -6.722 -3.775 4.772
H -3.899 -2.858 4.537
H -2.429 -2.425 2.536
H -5.989 -1.616 0.310
H -7.343 -1.985 2.256
H -1.934 -3.457 0.169
H -1.034 -3.124 -1.986
H -3.150 0.465 -2.545
H -4.467 0.095 -0.665
H -1.935 -1.896 -4.239
H -0.306 -1.321 -3.724
H -1.531 -0.106 -4.095
As 2.379 4.942 -2.915
F 3.656 5.283 -4.187
F 1.275 4.506 -4.218
F 1.218 4.393 -1.687
F 3.513 5.341 -1.552
F 1.824 6.611 -2.812
F 3.030 3.260 -2.910
As -0.043 0.488 2.488
F 0.303 2.025 1.537
F 0.593 -0.425 1.072
F -0.352 -1.040 3.351
F -0.600 1.428 3.893
F -1.683 0.583 1.833
F 1.603 0.519 3.064
As 4.508 3.088 0.941
F 2.730 3.197 0.560
F 4.889 2.916 -0.792
F 6.221 2.876 1.374
F 4.151 3.335 2.678
F 4.355 1.343 1.065
F 4.663 4.844 0.737
*
```

* <S²>: 8.772

Atomic partial charges in e from the Mulliken method, atoms 1 to 6: 1.311, 1.142, -0.037, -0.834, -0.723, -0.955

---

# 2
Computed, not measured: C15H22BF4O7PS2Si2 as an isolated structure, with ωB97M-V with the def2-TZVPD basis set.

```
! RIJCOSX wB97M-V def2-TZVPD def2/J DEFGRID3
* xyz 0 1
C -3.317 1.134 -3.096
C -3.824 0.895 -1.664
S -4.446 -0.780 -1.339
C -3.109 -1.913 -1.819
Si -1.660 -1.891 -0.578
C -0.357 -3.066 -1.339
C 0.781 -2.388 -2.053
O 0.721 -2.094 -3.213
F 1.936 -2.122 -1.370
O -1.208 -0.261 -0.473
Si 0.025 0.199 0.528
C 1.313 1.066 -0.573
C 0.812 1.219 -2.029
O -0.089 2.306 -2.130
C 1.981 1.515 -3.009
F 2.203 2.820 -3.157
F 1.648 1.023 -4.220
F 3.134 0.924 -2.660
O -0.625 1.269 1.665
C 0.268 2.192 2.180
O -0.031 3.360 2.139
C 1.584 1.809 2.813
C 1.660 1.164 4.039
C 2.846 0.785 4.608
C 4.038 1.042 3.961
C 3.990 1.720 2.759
C 2.791 2.098 2.197
P 1.072 -1.415 1.678
S 0.281 -1.771 3.447
B -2.476 -2.622 1.110
O -2.392 -3.984 1.361
O -3.137 -1.808 1.977
H -2.465 0.503 -3.369
H -2.964 2.174 -3.145
H -4.112 1.052 -3.847
H -3.040 1.220 -0.973
H -4.671 1.572 -1.493
H -3.429 -2.959 -1.904
H -2.667 -1.611 -2.783
H -0.017 -3.779 -0.573
H -0.853 -3.688 -2.095
H 1.533 2.087 -0.236
H 2.248 0.494 -0.510
H 0.289 0.335 -2.402
H -0.171 2.748 -1.278
H 0.717 0.936 4.529
H 2.839 0.256 5.557
H 5.004 0.738 4.354
H 4.916 1.936 2.234
H 2.864 2.632 1.254
H 2.387 -0.921 1.911
H 1.239 -2.632 0.986
H -2.539 -4.463 0.539
H -3.519 -1.056 1.505
*
```

Atomic partial charges in e from the Mulliken method, atoms 1 to 6: -1.124, 0.122, -0.162, -0.747, -0.908, -0.385

---

# 3
Computed, not measured: C15H22BrN3O as an isolated structure, with ωB97M-V with the def2-TZVPD basis set.

```
! RIJCOSX wB97M-V def2-TZVPD def2/J DEFGRID3
* xyz 2 1
Br 0.224 1.612 0.900
C -2.726 1.106 0.626
C -2.644 2.454 1.331
O -3.466 3.386 1.334
N -1.430 2.719 2.270
H -1.748 2.392 3.171
H -0.607 2.157 2.103
C -1.027 4.231 2.405
H -3.745 0.720 0.603
H -1.993 0.399 1.013
H -2.316 1.302 -0.365
H -1.907 4.696 2.850
H -0.772 4.576 1.403
H -0.194 4.407 3.085
C -3.405 -0.602 -3.359
N -2.077 -0.732 -2.678
C -1.077 -1.354 -3.311
C 0.157 -1.506 -2.645
C 0.313 -1.079 -1.315
C -0.732 -0.419 -0.665
C -1.946 -0.289 -1.404
C 1.615 -1.237 -0.614
C 2.353 -2.465 -0.603
C 3.412 -2.770 0.214
N 3.880 -1.825 1.020
C 3.344 -0.533 1.049
C 2.183 -0.279 0.281
C 4.892 -2.228 1.940
H -3.930 -1.527 -3.596
H -3.230 -0.113 -4.318
H -4.144 -0.155 -2.694
H -1.283 -1.802 -4.272
H 0.972 -1.928 -3.214
H -0.748 -0.072 0.358
H -2.814 0.200 -0.987
H 1.885 -3.301 -1.101
H 3.791 -3.775 0.325
H 3.797 0.175 1.727
H 1.761 0.661 0.603
H 5.158 -1.399 2.596
H 5.721 -2.724 1.435
H 4.503 -3.078 2.500
*
```

Atomic partial charges in e from the Mulliken method, atoms 1 to 6: -0.376, -1.159, 0.596, -0.478, -0.142, 0.374

---

# 4
Computed, not measured: one molecule with the formula C15H22FNO3S, with ωB97M-V with the def2-TZVPD basis set.

```
! RIJCOSX wB97M-V def2-TZVPD def2/J DEFGRID3
* xyz 0 1
C -3.945 -1.322 1.054
H -4.177 -1.498 2.102
C -2.451 -1.515 0.810
H -1.886 -0.841 1.451
H -2.187 -2.534 1.099
C -2.054 -1.290 -0.659
C -1.213 -2.459 -1.172
H -0.948 -2.323 -2.220
H -0.304 -2.549 -0.585
H -1.775 -3.386 -1.085
H -2.965 -1.242 -1.266
C -1.312 0.046 -0.903
N -0.018 0.091 -0.217
S 0.198 1.094 1.099
O -0.951 0.998 1.952
O 1.459 0.773 1.695
C 0.299 2.808 0.482
C -1.080 3.266 0.041
O -1.616 2.476 -0.991
C -2.213 1.252 -0.600
H -2.489 1.275 0.455
H -3.119 1.151 -1.209
H -1.026 4.279 -0.369
H -1.749 3.265 0.912
H 0.676 3.393 1.315
H 1.018 2.819 -0.331
C 1.118 0.044 -1.134
C 2.426 -0.253 -0.458
C 3.449 0.684 -0.422
C 4.674 0.431 0.162
C 4.893 -0.806 0.740
C 3.893 -1.763 0.720
C 2.677 -1.490 0.121
H 1.897 -2.235 0.114
H 4.061 -2.727 1.174
H 5.841 -1.017 1.209
H 5.429 1.201 0.166
F 3.243 1.904 -0.982
H 1.193 0.984 -1.699
H 0.920 -0.761 -1.847
H -1.101 0.109 -1.979
H -4.526 -2.020 0.453
H -4.257 -0.312 0.803
*
```

* SMILES string: CC[C@H](C)[C@H]1COCCS(=O)(=O)N1Cc1ccccc1F

Atomic partial charges in e from the Mulliken method, atoms 1 to 6: -1.456, 0.421, -0.407, 0.056, 0.503, 0.744

---

# 5
Computed, not measured: C15H22IrN7O10P2 as an isolated structure, with ωB97M-V with the def2-TZVPD basis set.

```
! RIJCOSX wB97M-V def2-TZVPD def2/J DEFGRID3
* xyz 0 1
Ir 1.602 1.183 0.724
O 2.230 -1.202 3.811
P 2.977 -1.261 2.391
O 4.246 -1.977 2.441
O 2.940 0.184 1.866
O 1.814 -2.029 1.547
P 1.595 -1.980 -0.038
O 0.278 -2.895 -0.190
O 2.718 -2.487 -0.842
O 1.102 -0.568 -0.351
H 2.729 -1.719 4.457
H 0.530 -3.826 -0.242
N 0.823 1.691 3.900
C 1.789 2.774 3.949
C 2.746 2.995 2.772
O 3.850 3.437 2.970
O 2.256 2.852 1.532
H 0.177 1.799 3.131
H 1.277 0.786 3.867
H 2.396 2.675 4.848
H 1.242 3.715 4.064
N 2.560 -0.331 -3.070
C 2.223 0.652 -3.900
N 2.480 0.520 -5.213
N 1.595 1.765 -3.522
C 1.535 1.939 -2.233
N 1.486 2.081 -1.088
H 3.080 -1.139 -3.368
H 2.302 -0.331 -2.088
H 2.993 -0.261 -5.576
H 2.322 1.321 -5.798
C -3.150 -2.216 -0.507
N -2.511 -1.313 0.436
N -1.906 -0.154 0.019
C -1.060 0.270 0.988
O -0.406 1.382 0.936
C -1.135 -0.661 2.042
C -2.008 -1.640 1.645
C -2.382 -2.913 2.312
C -2.355 0.541 -1.146
C -1.474 0.743 -2.192
C -1.913 1.439 -3.311
C -3.221 1.895 -3.378
C -4.100 1.667 -2.327
C -3.666 0.995 -1.197
H -3.112 -1.773 -1.497
H -4.191 -2.378 -0.234
H -2.612 -3.162 -0.528
H -0.569 -0.615 2.957
H -1.922 -2.956 3.296
H -2.031 -3.769 1.733
H -3.463 -3.000 2.428
H -0.473 0.344 -2.107
H -1.228 1.617 -4.128
H -3.559 2.434 -4.254
H -5.118 2.028 -2.381
H -4.325 0.831 -0.354
*
```

Atomic partial charges in e from the Mulliken method, atoms 1 to 6: 1.915, -0.546, 0.729, -0.722, -0.710, -0.186

---

Number 1: electronic energy -289917.441 eV, strongest force on any atom 5.9 eV/A. Number 2: electronic energy -88512.383 eV, strongest force on any atom 2.3 eV/A. Number 3: electronic energy -92451.777 eV, strongest force on any atom 6.2 eV/A. Number 4: electronic energy -37096.493 eV, strongest force on any atom 1.0 eV/A. Number 5: electronic energy -68241.393 eV, strongest force on any atom 0.8 eV/A.